Model 1:
{"formula": "C4H5NO2", "method": "ωB97M-V/def2-TZVPD", "e_homo_ev": -9.23, "lumo_ev": 0.571, "species": ["N", "C", "C", "C", "O", "C", "O", "H", "H", "H", "H", "H"], "xyz": [[-2.5860, -0.8096, -0.1317], [-1.2619, -0.6083, -0.0706], [-0.0554, -0.4802, -0.0242], [1.2369, 0.1285, -0.3445], [2.3619, -0.3936, 0.3360], [1.0608, 1.5950, 0.0554], [0.7273, 2.4757, -0.6929], [-3.1156, -0.5260, 0.6801], [-2.8666, -1.7034, -0.5089], [1.3926, 0.0501, -1.4272], [2.0688, -1.1185, 0.8988], [1.2272, 1.7578, 1.1415]]}

Model 2:
{"formula": "C4H5NO2", "method": "ωB97M-V/def2-TZVPD", "e_homo_ev": [-9.54, -9.45], "lumo_ev": [-1.859, -0.591], "species": ["C", "O", "C", "N", "O", "C", "C", "H", "H", "H", "H", "H"], "xyz": [[-0.4372, -2.1604, -0.7734], [0.2161, -0.9113, -0.9838], [-0.0483, 0.0326, -0.0724], [-0.8128, -0.0344, 0.9268], [0.0034, 2.1258, 1.8591], [0.5762, 2.2561, 0.7915], [0.4116, 1.3654, -0.3221], [-0.1998, -2.5614, 0.2179], [-1.5213, -2.0571, -0.8697], [-0.0518, -2.8265, -1.5454], [1.3053, 3.0711, 0.6400], [0.5586, 1.6995, -1.3539]]}

Model 3:
{"formula": "C4H5NO2", "method": "ωB97M-V/def2-TZVPD", "e_homo_ev": -9.41, "lumo_ev": 0.515, "species": ["O", "C", "C", "C", "N", "C", "O", "H", "H", "H", "H", "H"], "xyz": [[2.5270, -0.2351, -1.2763], [1.8425, 0.2110, -0.4373], [1.0341, 0.6931, 0.4768], [-0.4210, 1.0411, 0.2163], [-1.2948, 0.0202, 0.7775], [-1.3145, -1.1157, 0.2194], [-0.6492, -1.5560, -0.8723], [0.1002, -0.9817, -1.0748], [1.3732, 0.6506, 1.5048], [-0.6069, 1.1919, -0.8576], [-0.6502, 1.9912, 0.7076], [-1.9403, -1.9108, 0.6159]]}

Least stable = model 2